# 1
# C30H42Br2N2P2Pd

A structure of composition C30H42Br2N2P2Pd at a distorted geometry (the ωB97M-V functional and the def2-TZVPD basis, the Open Molecules 2025 dataset).

Calculated values
**HOMO level (alpha / beta)**: -0.4784 / -0.4784 hartree
**LUMO energy (alpha / beta)**: -0.2603 / -0.3421 hartree
**Expectation value of S²**: 2.024
**Total charge**: +2
**Spin multiplicity**: 3
**Kohn-Sham gap (alpha / beta)**: 0.2181 / 0.1362 hartree

Geometry as XYZ:
```
79
C30H42Br2N2P2Pd | the Open Molecules 2025 dataset | the ωB97M-V functional and the def2-TZVPD basis
C -7.663 -0.949 1.745
C -6.735 -1.208 0.706
C -7.219 -1.827 -0.462
C -8.584 -2.164 -0.566
N -9.427 -1.894 0.436
C -9.016 -1.316 1.568
C -5.333 -0.862 0.777
C -4.198 -0.440 0.889
C -2.856 -0.083 1.101
C -2.491 1.095 1.752
C -1.129 1.412 1.926
C -0.207 0.508 1.403
C -0.566 -0.712 0.838
C -1.926 -0.983 0.638
Pd 1.229 -0.293 0.147
P 1.637 2.345 -0.010
H -6.527 -2.035 -1.286
H -7.339 -0.464 2.674
H -8.951 -2.654 -1.480
H -9.749 -1.127 2.370
H -2.242 -1.880 0.123
H -3.271 1.764 2.095
H 0.135 -1.536 0.606
H -0.808 2.304 2.449
C 3.352 2.806 -0.512
C 3.586 3.680 -1.751
H 3.906 1.858 -0.617
H 3.760 3.301 0.384
H 4.656 3.928 -1.813
H 3.326 3.164 -2.683
H 3.043 4.631 -1.711
C 0.688 2.101 -1.604
C -0.588 2.887 -1.853
H 0.424 1.016 -1.577
H 1.405 2.224 -2.426
H -1.045 2.501 -2.774
H -1.319 2.761 -1.045
H -0.394 3.954 -2.009
C 0.909 3.910 0.720
C 1.254 5.250 0.109
H 1.266 3.900 1.783
H -0.175 3.751 0.774
H 0.682 6.025 0.637
H 2.315 5.503 0.224
H 0.981 5.309 -0.950
Br 1.629 1.974 2.706
P 2.206 -2.165 -2.311
C 2.271 -0.456 -2.933
C 3.088 -0.266 -4.207
H 2.644 0.167 -2.108
H 1.232 -0.157 -3.108
H 2.846 0.695 -4.669
H 4.161 -0.284 -3.998
H 2.862 -1.055 -4.929
C 3.144 -2.330 -0.754
C 3.953 -3.628 -0.725
H 2.429 -2.255 0.089
H 3.795 -1.450 -0.673
H 4.731 -3.570 0.038
H 3.309 -4.479 -0.498
H 4.429 -3.796 -1.695
C 0.446 -2.574 -2.054
C -0.226 -3.288 -3.234
H -0.086 -1.650 -1.796
H 0.402 -3.217 -1.166
H -1.158 -3.759 -2.908
H -0.474 -2.594 -4.041
H 0.422 -4.069 -3.640
Br 5.057 -2.030 5.114
C 3.278 -1.754 4.473
C 2.200 -2.018 5.318
C 0.919 -1.751 4.858
C 0.780 -1.277 3.548
N 1.788 -1.207 2.702
C 3.036 -1.236 3.194
H 2.385 -2.393 6.333
H 0.038 -1.880 5.451
H -0.190 -0.886 3.265
H 3.860 -0.824 2.616
```


# 2
# C24H55ClFN9O9PS2

A cluster of 3 separate species, C24H55ClFN9O9PS2 in total at a distorted geometry (the ωB97M-V functional and the def2-TZVPD basis, the Open Molecules 2025 dataset).

Calculated values
**HOMO level**: -0.3506 hartree
**LUMO energy**: -0.1143 hartree
**Total charge**: +1
**Kohn-Sham gap**: 0.2363 hartree

Geometry as XYZ:
```
102
C24H55ClFN9O9PS2 | the Open Molecules 2025 dataset | the ωB97M-V functional and the def2-TZVPD basis
N 1.722 0.075 2.973
C 2.293 -1.277 2.764
N 3.191 -1.138 1.582
N 3.069 -1.778 3.923
C 1.121 -2.284 2.333
C 0.382 -2.927 3.548
N -0.533 -2.074 4.371
C -1.192 -3.032 5.202
N -1.546 -2.943 6.452
C -1.267 -1.633 7.123
C -2.378 -0.629 6.570
F -3.615 -1.334 6.478
C -2.239 -4.008 7.229
C -1.325 -5.206 7.679
C -1.073 -6.316 6.578
C -1.013 -7.779 7.127
S -2.666 -8.613 7.112
O -3.599 -7.929 6.221
O -2.477 -9.971 6.615
Cl -3.427 -8.570 9.022
N -1.398 -4.145 4.360
C -0.510 -4.186 3.163
N 0.249 -5.431 2.918
C -0.369 -6.444 3.279
O -1.031 -7.350 3.480
P -1.792 -3.880 1.767
O -2.731 -5.241 1.532
O -1.008 -3.511 0.350
S -3.017 -2.455 2.248
H 2.499 0.738 2.916
H 1.299 0.167 3.899
H 2.549 -1.071 0.783
H 3.640 -2.057 1.471
H 4.059 -1.713 3.660
H 2.895 -1.164 4.720
H 0.351 -1.714 1.740
H 1.606 -3.063 1.679
H 1.090 -3.403 4.284
H 0.168 -1.487 4.847
H -1.309 -1.718 8.236
H -0.288 -1.197 6.810
H -2.562 0.232 7.254
H -2.133 -0.316 5.522
H -3.162 -4.341 6.694
H -2.595 -3.513 8.175
H -0.347 -4.867 8.130
H -1.870 -5.713 8.528
H -0.105 -6.045 6.065
H -1.881 -6.199 5.809
H -0.397 -8.382 6.402
H -0.503 -7.884 8.121
H -2.359 -4.467 4.219
H -2.144 -5.916 1.128
H -0.214 -4.085 0.308
C 0.349 0.276 -1.145
O 1.641 0.511 -1.679
C 1.657 0.613 -3.104
C 1.976 2.036 -3.540
N 0.870 2.941 -3.240
C 1.204 4.358 -3.382
C 2.277 4.930 -2.449
O 1.892 4.983 -1.082
C 2.094 3.781 -0.360
H 0.462 0.059 -0.081
H -0.283 1.163 -1.245
H -0.128 -0.580 -1.629
H 0.724 0.257 -3.551
H 2.461 -0.043 -3.455
H 2.172 2.050 -4.616
H 2.892 2.342 -3.020
H 0.562 2.781 -2.289
H 0.279 4.915 -3.206
H 1.493 4.550 -4.421
H 2.440 5.970 -2.748
H 3.247 4.432 -2.562
H 2.960 3.219 -0.720
H 1.195 3.160 -0.396
H 2.264 4.041 0.687
C -1.442 3.426 -7.341
O -0.154 3.670 -7.881
C -0.143 3.771 -9.305
C 0.165 5.195 -9.744
N -0.946 6.095 -9.445
C -0.618 7.514 -9.589
C 0.454 8.087 -8.656
O 0.065 8.136 -7.291
C 0.265 6.930 -6.575
H -1.324 3.209 -6.279
H -2.082 4.308 -7.440
H -1.915 2.566 -7.823
H -1.074 3.406 -9.750
H 0.665 3.119 -9.657
H 0.358 5.210 -10.821
H 1.080 5.508 -9.227
H -1.253 5.935 -8.493
H -1.544 8.069 -9.414
H -0.330 7.705 -10.628
H 0.616 9.127 -8.953
H 1.424 7.590 -8.769
H 1.130 6.368 -6.937
H -0.636 6.313 -6.618
H 0.432 7.182 -5.526
```


# 3
# C5H2O6S

The ion C5H2O6S with charge -2 at a distorted geometry (the ωB97M-V functional and the def2-TZVPD basis, the Open Molecules 2025 dataset).

Calculated values
**HOMO level (alpha / beta)**: -0.0092 / 0.0128 hartree
**ΔE to the lowest compared entry with this formula, charge and spin**: 49.8 kcal per mole
**LUMO energy (alpha / beta)**: 0.2271 / 0.2220 hartree
**Total charge**: -2
**Kohn-Sham gap (alpha / beta)**: 0.2363 / 0.2092 hartree

Geometry as XYZ:
```
14
C5H2O6S | the Open Molecules 2025 dataset | the ωB97M-V functional and the def2-TZVPD basis
C 0.136 -1.428 -0.530
C -0.299 -0.845 -1.753
C 0.519 0.339 0.580
C 0.064 1.499 -1.788
C 0.991 -0.987 0.575
O 0.283 2.469 -2.464
O -1.466 1.708 1.645
O 1.801 -1.704 1.132
O 0.703 1.641 2.746
O -0.877 -0.296 2.812
O 0.081 0.295 -2.380
S -0.344 0.872 2.028
H -0.429 -2.376 -0.422
H -1.165 -1.187 -2.183
```


# 4
# C6H23NO5

A cluster of 5 separate species, C6H23NO5 in total at a distorted geometry (the ωB97M-V functional and the def2-TZVPD basis, the Open Molecules 2025 dataset).

Calculated values
**HOMO level**: -0.3334 hartree
**ΔE to the lowest compared entry with this formula, charge and spin**: 26.9 kcal per mole
**LUMO energy**: 0.0090 hartree
**SMILES**: CCN[C@@H](C)CCO.O.O.O.O
**Kohn-Sham gap**: 0.3424 hartree

Geometry as XYZ:
```
35
C6H23NO5 | the Open Molecules 2025 dataset | the ωB97M-V functional and the def2-TZVPD basis
C -3.089 0.624 -0.340
C -1.841 1.269 0.260
N -0.780 0.315 0.644
C 0.598 0.766 0.462
C 0.967 1.987 1.268
C 1.692 -0.328 0.734
C 2.417 -0.750 -0.510
O 1.802 -1.825 -1.213
H -3.967 1.201 -0.045
H -3.007 -0.412 -0.014
H -3.029 0.635 -1.429
H -2.049 2.023 1.065
H -1.350 1.904 -0.481
H -0.968 0.186 1.660
H 0.662 0.953 -0.627
H 0.242 2.780 1.013
H 0.985 1.814 2.346
H 2.012 2.342 1.193
H 2.432 0.018 1.468
H 1.221 -1.188 1.203
H 3.488 -0.946 -0.327
H 2.391 0.025 -1.282
H 1.688 -2.632 -0.709
O -0.764 -2.542 1.477
H -1.694 -2.401 1.731
H -0.551 -1.860 0.821
O -0.669 -0.073 3.316
H -0.822 0.538 4.036
H -0.685 -1.022 3.501
O 0.451 1.604 -3.613
H 1.354 1.476 -3.904
H 0.136 0.755 -3.238
O -0.383 -0.683 -2.470
H -1.026 -0.512 -1.770
H 0.273 -1.183 -1.944
```